Entry 1:
DFT (ωB97M-V/def2-TZVPD) results for a molecular structure, C19H26Br36F6NO3PSSi.

Highest occupied orbital energy ... -9.299 eV
LUMO energy ... -0.556 eV

The geometry in ORCA input format:
```
! wB97M-V def2-TZVPD RIJCOSX def2/J DEFGRID3
* xyz 0 1
C 1.6717 2.0330 2.8319
C 2.7114 0.8138 2.4793
F 3.0432 0.9279 1.0189
Si 1.9081 -0.9675 2.6791
C 0.2743 -1.0655 1.6665
C -1.1020 -0.8909 2.5392
O -1.5429 0.5366 2.6818
C -2.3120 -1.6052 1.6316
N -3.3775 -2.1621 2.5603
C 1.7629 -1.4951 4.5247
F 0.9270 -2.7381 4.7173
F 3.1524 -1.9030 4.9564
C 1.3187 -0.2911 5.5562
F 2.4178 0.6971 5.8285
F 0.0497 0.3878 5.2074
F 1.0699 -0.9682 6.8836
P 3.3408 -2.3484 1.6503
O 2.6466 -2.6944 0.0519
O 4.8929 -1.5655 1.3199
S 3.5175 -4.0709 2.5368
H 1.4568 2.1884 3.9734
H 0.6368 1.9184 2.2946
H 2.1262 3.0647 2.4404
H 3.7027 0.9298 3.0952
H 0.2364 -2.1193 1.1412
H 0.3368 -0.2662 0.8041
H -1.0108 -1.3502 3.6137
H -1.7935 0.9070 1.7835
H -2.7913 -0.8102 0.8809
H -1.9074 -2.4740 0.9448
H -3.3761 -1.5237 3.3870
H -3.0040 -3.1022 2.8556
H 2.0649 -3.5261 0.1691
H 5.4205 -1.6118 2.1768
C -5.4268 0.9902 -0.4277
Br -3.5129 0.6625 -0.5443
Br -5.8298 2.5415 0.6746
Br -6.2476 1.1190 -2.1867
H -5.8703 0.1209 0.0692
C -6.7969 -3.5415 -0.2132
Br -4.8830 -3.8692 -0.3298
Br -7.2000 -1.9901 0.8890
Br -7.6177 -3.4127 -1.9722
H -7.2404 -4.4107 0.2836
C 5.4770 4.6626 3.4070
Br 5.4265 5.8507 1.8676
Br 3.8857 4.8408 4.5116
Br 5.7931 2.8153 2.8856
H 6.3291 4.9716 4.0215
C -2.0377 1.8564 7.7401
Br -2.4005 0.0591 7.0902
Br -1.2008 2.9638 6.3772
Br -3.6310 2.6951 8.4765
H -1.3187 1.7606 8.5603
C 6.8234 -1.0835 -1.4576
Br 6.9423 0.8529 -1.3157
Br 5.7711 -1.6332 -2.9986
Br 8.5800 -1.9193 -1.4451
H 6.2946 -1.4375 -0.5665
C 8.9234 -2.0700 -6.0237
Br 9.0423 -0.1335 -5.8818
Br 7.8711 -2.6197 -7.5647
Br 10.6800 -2.9058 -6.0112
H 8.3946 -2.4239 -5.1326
C 5.3064 -6.2444 -7.4404
Br 4.5126 -5.1326 -8.8252
Br 7.0093 -6.9971 -8.0040
Br 5.4587 -5.2954 -5.7491
H 4.6243 -7.0849 -7.2751
C -4.5954 -1.4144 -4.7814
Br -5.3750 -3.1946 -4.6950
Br -2.9128 -1.3130 -3.8105
Br -4.4114 -0.7932 -6.6157
H -5.2941 -0.7349 -4.2823
C 2.4458 -7.3518 -11.3920
Br 2.8050 -7.4173 -13.3028
Br 0.5702 -6.9949 -11.0198
Br 3.0725 -8.9531 -10.4825
H 3.0179 -6.5100 -10.9879
C -7.8526 6.2554 -0.9185
Br -9.4134 5.3351 -0.2107
Br -6.4345 6.3987 0.4053
Br -7.2216 5.4447 -2.5705
H -8.1665 7.2757 -1.1627
C -2.4911 6.8861 -1.2494
Br -3.2706 5.1060 -1.1629
Br -0.8085 6.9875 -0.2785
Br -2.3070 7.5074 -3.0836
H -3.1898 7.5657 -0.7503
C -5.6904 6.5952 4.7232
Br -6.4525 7.3130 6.3627
Br -3.9929 5.7011 5.0447
Br -6.9473 5.4458 3.7834
H -5.4839 7.4470 4.0669
*
```

Here are the Löwdin charges for atoms 1 to 2, given in e: number 1, C, carries -0.0959; number 2, C, carries -0.3574

Entry 2:
DFT (ωB97M-V/def2-TZVPD) results for a molecular structure, C51H51BrCl3EuN3O3P2.

Highest occupied orbital energy (alpha / beta) ... -5.930 / -7.386 eV
LUMO energy (alpha / beta) ... -0.115 / -0.116 eV

The geometry in ORCA input format:
```
! wB97M-V def2-TZVPD RIJCOSX def2/J DEFGRID3
* xyz 0 8
Eu 0.1713 -1.1362 0.4830
C -1.6598 3.4056 6.7139
C -2.6790 3.2338 5.5773
C -3.8851 2.4832 6.1460
C -3.1406 4.6172 5.0929
C -2.0227 2.5100 4.4121
C -2.4829 1.3107 3.8948
C -1.8323 0.7935 2.7936
Br -2.3838 -0.9282 1.9998
C -0.7351 1.3600 2.1345
O -0.2806 0.8235 1.0284
C -0.2226 2.5445 2.7373
C -0.8948 3.0784 3.8159
C 1.0574 3.1692 2.1995
C 1.5391 4.3552 3.0411
C 0.8028 3.6857 0.7795
C 2.1573 2.0978 2.2160
H -2.1049 3.9804 7.5235
H -0.7672 3.9277 6.3800
H -1.3615 2.4344 7.1044
H -4.3238 3.0742 6.9465
H -3.5852 1.5251 6.5640
H -4.6500 2.3216 5.3913
H -3.6478 5.1430 5.8982
H -3.8285 4.5184 4.2560
H -2.2978 5.2249 4.7743
H -3.3383 0.8003 4.3016
H -0.5257 3.9988 4.2315
H 0.8487 5.1922 2.9701
H 2.5005 4.6903 2.6599
H 1.6716 4.0792 4.0839
H -0.0357 4.3803 0.7824
H 0.5847 2.8611 0.1091
H 1.6804 4.2114 0.4141
H 2.3318 1.7658 3.2374
H 3.0876 2.4978 1.8201
H 1.8779 1.2301 1.6138
O 3.2876 -2.8167 2.5122
C 2.8970 -2.2358 1.5249
O 2.0169 -1.2986 1.4873
C 3.4099 -2.6373 0.1154
P 2.5140 -1.5150 -1.0287
C 3.2923 -1.8876 -2.6509
C 3.6038 -3.1956 -3.0046
C 4.1323 -3.4762 -4.2511
C 4.3411 -2.4597 -5.1676
C 4.0139 -1.1581 -4.8300
C 3.4920 -0.8732 -3.5831
C 3.3124 0.1112 -0.7616
C 4.6038 0.2987 -0.2810
C 5.1548 1.5691 -0.2697
C 4.4475 2.6481 -0.7703
C 3.1552 2.4714 -1.2377
C 2.5838 1.2116 -1.2142
H 3.1389 -3.6818 -0.0726
H 4.4961 -2.5664 0.0197
H 3.4422 -4.0010 -2.3019
H 4.3844 -4.4934 -4.5085
H 4.7588 -2.6800 -6.1392
H 4.1677 -0.3609 -5.5416
H 3.2470 0.1479 -3.3338
H 5.1907 -0.5235 0.1000
H 6.1491 1.7215 0.1190
H 4.8977 3.6288 -0.7828
H 2.5951 3.3085 -1.6237
H 1.5634 1.0595 -1.5769
Cl -3.4888 -5.7607 -0.1475
C -1.8739 -5.6626 -0.9077
Cl -1.9756 -5.9639 -2.6622
Cl -0.7395 -6.8136 -0.1398
C -1.3717 -4.3370 -0.7109
N -0.9578 -3.2810 -0.5419
C -3.2373 3.5300 -3.0417
C -2.4591 3.4170 -1.9017
C -1.8098 2.2261 -1.6212
C -1.9253 1.1450 -2.4865
C -2.7168 1.2593 -3.6306
C -3.3636 2.4497 -3.9032
P -1.1491 -0.4473 -2.0278
C -2.6903 -1.4484 -2.1448
C -2.9127 -2.4756 -3.0511
C -4.1155 -3.1611 -3.0349
C -5.0985 -2.8350 -2.1172
C -4.8892 -1.8015 -1.2160
C -3.6934 -1.1094 -1.2354
C -0.2339 -0.9425 -3.5365
C 0.0424 -0.0557 -4.5724
C 0.7072 -0.4925 -5.7050
C 1.0999 -1.8149 -5.8208
C 0.8628 -2.6953 -4.7759
C 0.2301 -2.2562 -3.6280
H -3.7596 4.4513 -3.2539
H -2.3679 4.2537 -1.2256
H -1.2306 2.1177 -0.7137
H -2.8352 0.4124 -4.2917
H -3.9784 2.5360 -4.7865
H -2.1546 -2.7316 -3.7749
H -4.2838 -3.9493 -3.7534
H -6.0320 -3.3764 -2.1098
H -5.6610 -1.5402 -0.5062
H -3.5372 -0.2787 -0.5592
H -0.2675 0.9764 -4.4948
H 0.9131 0.2052 -6.5027
H 1.5980 -2.1553 -6.7157
H 1.1815 -3.7237 -4.8569
H 0.0770 -2.9427 -2.8001
N -0.1542 -3.0618 3.3597
C 0.3841 -4.0567 4.0766
C 0.9738 -4.9206 3.1830
C 0.7350 -4.3514 1.9335
N 0.0410 -3.2198 2.0416
H -0.6680 -2.2689 3.7181
H 0.3185 -4.0918 5.1439
H 1.5236 -5.8101 3.4043
H 1.0294 -4.7230 0.9708
*
```

Here are the Löwdin charges for atoms 1 to 2, given in e: number 1, Eu, carries 1.1142; number 2, C, carries -0.0447